Entry 1:
# C5H35NO14

13 unconnected molecules or ions with the total composition C5H35NO14 at a distorted geometry (wB97M-V/def2-TZVPD, OMol25).

The geometry in ORCA input format:
```
! wB97M-V def2-TZVPD RIJCOSX def2/J DEFGRID3
* xyz -2 1
C 0.1120 2.0608 2.7499
N 0.2519 0.5944 2.4504
C 0.3860 0.3459 1.0256
C -0.4583 1.1047 -0.0541
C -1.3733 0.1265 -0.8579
O -2.3840 0.8430 -1.5201
C 1.8489 0.5566 0.4378
O 2.7945 -0.3739 0.9657
H -0.3219 2.1516 3.7917
H 1.0992 2.5327 2.8049
H -0.4893 2.5669 2.0119
H 1.2193 0.4210 2.7569
H 0.2278 -0.7144 0.7647
H -1.1953 1.6669 0.5008
H 0.0529 1.7705 -0.7130
H -0.7980 -0.4001 -1.6287
H -1.6833 -0.7140 -0.2349
H 2.3305 1.5626 0.3916
H 1.7162 0.4299 -0.6321
H -3.4699 -0.8730 2.4044
H -3.5683 0.0204 1.1837
O -4.0418 -0.1943 1.9923
H -2.3294 0.1940 -3.1519
H -2.7563 -1.2986 -3.0823
O -2.5991 -0.5874 -3.7067
H 0.9089 -1.1028 -3.4822
H 0.1109 0.1000 -4.0912
O 0.9787 -0.1829 -3.7951
H 0.8085 -2.7722 3.3018
H 0.8771 -2.9876 1.9004
O 0.2646 -3.2889 2.6918
H 1.5241 -2.9006 -2.2392
H 2.7625 -2.0985 -2.0976
O 2.1753 -2.4409 -2.8036
H 0.8523 -3.1233 -0.1710
H -0.3828 -4.0168 -0.2198
O 0.1579 -3.4758 -0.8151
H -2.1808 4.3682 0.0930
H -0.6591 4.4259 -0.0705
O -1.4029 4.9634 0.2283
H 3.8109 -0.9216 -0.1280
H 4.4248 -0.4971 -1.5457
O 4.2208 -1.2642 -0.9926
H -1.3687 -2.4041 2.8107
H -1.3451 -0.9482 3.1241
O -1.9821 -1.6431 2.8837
H 0.6381 2.6754 -1.6270
H 1.3079 2.5867 -3.0083
O 1.4271 2.9477 -2.1174
H -3.7066 2.4313 0.2280
H -2.7676 2.2124 -0.9779
O -3.1017 2.9551 -0.3017
H 2.7263 -3.3024 0.8402
H 2.3875 -1.3701 0.8340
O 1.9620 -2.7182 0.8973
*
```

Calculated values
ΔE to the lowest compared entry with this formula, charge and spin	0.00	kJ/mol
total energy	-35909.5174	eV
highest occupied orbital energy	-2.37	eV

---

Entry 2:
# C5H36N2O11

12 unconnected molecules or ions with the total composition C5H36N2O11 at a distorted geometry (wB97M-V/def2-TZVPD, OMol25).

The geometry in ORCA input format:
```
! wB97M-V def2-TZVPD RIJCOSX def2/J DEFGRID3
* xyz 0 1
C 3.2103 -1.7813 2.1945
C 1.9644 -1.5947 1.2843
N 1.1717 -0.4271 1.7558
C 2.3687 -1.4736 -0.1952
C 1.5031 -2.3725 -1.0850
C 0.0395 -1.9496 -1.2324
N -0.2280 -1.3304 -2.5527
H 4.1270 -1.9287 1.6273
H 3.0555 -2.5804 2.9168
H 3.4003 -0.8328 2.6904
H 1.3217 -2.4594 1.3799
H 0.3543 -0.7625 2.2493
H 1.7634 0.2662 2.1858
H 3.3596 -1.8954 -0.4118
H 2.4855 -0.4746 -0.6039
H 1.9391 -2.5784 -2.0784
H 1.5303 -3.4119 -0.7717
H -0.0982 -1.1797 -0.4801
H -0.6399 -2.7760 -1.0195
H -1.2023 -1.1493 -2.7797
H 0.2614 -1.9804 -3.1461
O -2.6024 0.2454 0.0231
H -3.1001 -0.5645 0.1901
H -3.3014 0.9272 -0.0296
O -2.6089 -2.3380 1.7120
H -3.1414 -2.1187 2.4990
H -2.4301 -1.4042 1.5244
O -1.0163 3.3025 -3.2230
H -0.6878 3.7917 -2.4537
H -0.1404 3.0139 -3.5192
O 1.6036 3.8776 -1.2151
H 1.7394 2.9124 -1.2192
H 1.5556 4.0153 -0.2614
O -1.0797 1.6605 2.1600
H -1.1833 1.2145 1.3052
H -0.1252 1.7752 2.2144
O -3.5619 2.2857 -1.4963
H -3.2326 1.9324 -2.3373
H -2.8957 2.8980 -1.1516
O 0.6273 1.1516 -1.1479
H 0.4153 0.7226 -0.3048
H 0.2773 0.5592 -1.8530
O -0.9383 3.9492 -0.1795
H -0.5654 4.5567 0.4615
H -0.3781 3.9423 -0.9675
O -2.7728 -0.8727 4.2174
H -1.8917 -1.0321 3.8448
H -2.8833 0.0766 4.0684
O -4.2788 -2.6362 -1.4103
H -3.4323 -2.1773 -1.3493
H -4.0262 -3.4841 -1.0048
O 4.8174 0.9118 0.0609
H 4.5980 1.5022 -0.6802
H 4.9530 0.0758 -0.4051
*
```

Calculated values
ΔE to the lowest compared entry with this formula, charge and spin	235.16	kJ/mol
SMILES string	C[C@@H](N)CCCN.O.O.O.O.O.O.O.O.O.O.O
total energy	-31271.4454	eV
highest occupied orbital energy	-9.69	eV

---

Entry 3:
# C5H36N2O12

12 unconnected molecules or ions with the total composition C5H36N2O12 at a distorted geometry (wB97M-V/def2-TZVPD, OMol25).

The geometry in ORCA input format:
```
! wB97M-V def2-TZVPD RIJCOSX def2/J DEFGRID3
* xyz 0 1
N 2.3495 2.8700 -0.3053
C 1.7108 2.3347 0.8848
C 0.4695 1.4700 0.6352
C -0.7305 2.2952 0.1911
C -1.9489 1.5190 -0.4023
N -1.9281 0.0494 -0.4122
C -2.6760 -0.6536 0.6056
O -1.9188 -1.1899 1.7059
H 1.7994 3.6066 -0.7354
H 2.5498 2.1294 -0.9757
H 2.4507 1.7543 1.4215
H 1.4371 3.1602 1.5352
H 0.7304 0.7515 -0.1429
H 0.2397 0.8864 1.5220
H -0.4017 2.9986 -0.5736
H -1.0911 2.9208 1.0159
H -2.0499 1.8488 -1.4281
H -2.8515 1.8351 0.1066
H -0.9945 -0.2983 -0.5179
H -3.1863 -1.5018 0.1434
H -3.4118 -0.0153 1.0639
H -1.3993 -1.9401 1.3640
O 0.0466 -1.3146 -3.9899
H 0.8561 -0.8733 -3.6801
H -0.2240 -1.9402 -3.3047
O -1.0978 -2.8776 -2.0609
H -1.8168 -2.2450 -1.8589
H -0.8438 -3.2088 -1.1740
O 2.2961 -1.1125 3.3282
H 1.3384 -1.0395 3.5609
H 2.7927 -0.8719 4.1122
O 2.1364 0.5995 -2.3151
H 1.6677 -0.0139 -1.7179
H 1.5388 1.3223 -2.5610
O 1.2526 -1.5755 -0.7435
H 2.0795 -1.5717 -0.1712
H 1.4013 -2.1936 -1.4575
O 3.2997 -1.5114 0.8377
H 3.8405 -0.7521 0.6535
H 2.9831 -1.3941 1.7649
O -1.8391 0.6224 -3.4830
H -2.1061 0.3295 -2.5976
H -1.2682 -0.1074 -3.8361
O 0.2182 2.3928 -3.0764
H -0.5413 1.8027 -3.3296
H -0.1420 3.2772 -2.9868
O -0.3139 -0.8341 4.0688
H -0.7437 -0.0125 4.4001
H -0.8725 -1.0532 3.2824
O -0.3576 -3.1566 0.6455
H 0.3608 -2.5560 0.3214
H 0.0647 -3.7617 1.2479
O -1.8472 1.5416 4.1269
H -1.3363 2.3382 3.9441
H -2.0799 1.2073 3.2535
*
```

Calculated values
ΔE to the lowest compared entry with this formula, charge and spin	11.05	kJ/mol
SMILES string	NCCCCNCO.O.O.O.O.O.O.O.O.O.O.O
total energy	-33321.4472	eV
highest occupied orbital energy	-8.88	eV

---

Entry 4:
# C5H36NO13

13 unconnected molecules or ions with the total composition C5H36NO13 at a distorted geometry (wB97M-V/def2-TZVPD, OMol25).

The geometry in ORCA input format:
```
! wB97M-V def2-TZVPD RIJCOSX def2/J DEFGRID3
* xyz -1 1
C 2.6488 1.2070 2.1164
C 1.8445 1.4422 0.8220
C 2.2309 2.8528 0.2749
C 1.5282 4.0985 0.9039
N 2.4659 0.3792 -0.1180
C 1.5173 -0.7111 -0.3824
O 1.6642 -1.0631 -1.7289
H 2.6481 1.8558 2.9255
H 2.2638 0.3944 2.8410
H 3.6873 0.9941 1.8621
H 0.7013 1.2150 0.8913
H 3.2908 3.0397 0.3769
H 2.3021 2.8435 -0.8826
H 0.3874 4.0125 1.0387
H 1.5187 4.7531 0.0511
H 2.0445 4.4586 1.8130
H 4.1536 -2.2562 -1.3111
H 1.8116 -1.5680 0.4536
H 0.4295 -0.4542 -0.0028
H -2.9622 -3.2291 -0.4565
H -1.5929 -3.1972 1.2772
O -2.2667 -2.6471 -0.7305
H -2.7929 0.8683 -3.4109
H -3.3544 1.3573 -2.0762
O -3.4589 1.5092 -3.0093
H 3.4277 0.1227 0.0872
H -2.5996 -2.8099 2.4042
O -1.7437 -3.3100 2.2620
H -0.1751 1.4351 4.0675
H -1.4713 1.6325 3.6448
O -0.8796 2.0321 4.2876
H 3.5639 -1.6445 -2.7495
H 0.7844 -1.2832 -2.0575
O 3.8195 -2.4479 -2.2567
H -0.7769 -0.3230 -3.1288
H -2.3622 -0.7446 -2.8947
O -1.4968 -0.7281 -3.5096
H 2.1928 -3.1587 -1.7843
H 0.7643 -3.4418 -1.4361
O 1.6679 -3.9336 -1.4147
H -2.8317 -0.8490 0.9497
H -3.0675 0.1441 2.1518
O -2.8935 -0.7622 1.9463
H 0.8621 2.7250 -1.9209
H 0.1003 3.5780 -3.0515
O 0.8893 3.4660 -2.5408
H -0.4633 -2.4721 3.8238
H -0.8255 -1.4337 2.7853
O -0.5533 -1.5192 3.7554
H -2.5483 -1.6083 -0.7547
H -3.6489 -0.2565 -1.7011
O -2.8896 -0.3606 -1.2698
H -1.9885 1.0942 0.2890
H -2.1053 2.4106 0.8819
O -1.5146 1.7401 0.8867
*
```

Calculated values
ΔE to the lowest compared entry with this formula, charge and spin	601.40	kJ/mol
total energy	-33875.3849	eV
highest occupied orbital energy	-6.45	eV

---

Entry 5:
# C5H36O14S

14 unconnected molecules or ions with the total composition C5H36O14S at a distorted geometry (wB97M-V/def2-TZVPD, OMol25).

The geometry in ORCA input format:
```
! wB97M-V def2-TZVPD RIJCOSX def2/J DEFGRID3
* xyz 0 1
O -1.8258 0.4079 1.4138
C -1.1323 1.1581 0.7768
C -0.3067 0.7736 -0.5285
C 0.2677 -0.5650 -0.6008
C -0.6663 -1.6304 -0.0545
S -0.2235 -3.4571 -0.3459
C 1.5719 -3.4837 -0.2011
H -1.0129 2.1808 1.1814
H 0.5685 1.4712 -0.5928
H -0.9358 1.1285 -1.3941
H 0.3728 -0.8642 -1.6452
H 1.2316 -0.7156 -0.1315
H -0.8755 -1.6474 1.0232
H -1.6513 -1.6450 -0.5902
H 1.7245 -4.5643 -0.2167
H 2.0260 -2.9316 -1.0649
H 1.7805 -3.0893 0.7573
H -3.5100 -0.7564 0.5644
H -4.7730 -0.0680 0.3398
O -4.4500 -0.9300 0.3519
H 3.6224 2.2701 -1.1920
H 3.7535 2.1024 0.3650
O 3.7415 2.8072 -0.2743
H -2.0020 1.9830 -3.8882
H -1.2373 0.8045 -4.1159
O -1.4096 1.4731 -3.4452
H 2.2728 -0.8925 3.9649
H 0.7239 -0.9768 3.8637
O 1.5029 -0.9004 3.4758
H 0.9062 0.9681 3.3687
H 1.6963 1.3788 2.1449
O 0.8366 1.5583 2.5840
H 2.4585 0.2807 -2.5501
H 3.8218 -0.1694 -2.2708
O 3.1516 0.4274 -1.7332
H -2.1241 -1.4222 -3.0913
H -0.6665 -2.1870 -3.1216
O -1.3639 -1.7935 -3.4142
H 2.0532 -0.5207 1.3855
H 2.9677 0.2663 0.5414
O 2.7851 0.1288 1.4903
H 1.2626 -1.7984 -4.4353
H 0.3587 -0.4392 -4.2063
O 1.0483 -0.9655 -3.8885
H -1.6343 -1.0402 3.5325
H -1.5887 -0.4221 4.7867
O -1.1448 -1.0388 4.2920
H -4.0392 0.6838 -2.4853
H -4.0512 -0.6825 -1.6405
O -3.6608 -0.2386 -2.3310
H 0.7196 3.3564 1.0537
H 1.7214 4.2350 0.3412
O 0.8231 4.2569 0.5609
H -1.2324 2.2912 4.0441
H -2.2062 1.6661 3.1344
O -2.0470 1.7775 4.1118
*
```

Calculated values
ΔE to the lowest compared entry with this formula, charge and spin	0.00	kJ/mol
total energy	-45266.2883	eV
highest occupied orbital energy	-8.49	eV